{
  "formula": "ClFeH10O5",
  "method": "wB97M-V/def2-TZVPD",
  "e_above_lowest_kj_mol": 47.0,
  "charge": 1,
  "spin_multiplicity": 5,
  "e_tot_ha": -2105.92817,
  "e_lumo_ha": [-0.141, -0.140],
  "homo_lumo_gap_ev": [8.3, 8.2],
  "species": ["Fe", "Cl", "O", "H", "H", "O", "H", "H", "O", "H", "H", "O", "H", "H", "O", "H", "H"],
  "xyz": [[0.16, -0.31, -0.30], [0.45, -2.15, -2.13], [0.96, 1.35, -1.24], [1.81, 1.44, -1.65], [0.52, 2.18, -1.39], [-0.21, 1.22, 1.27], [0.05, 1.48, 2.16], [-1.14, 1.45, 1.22], [-0.82, -1.67, 0.85], [-1.64, -1.64, 1.34], [-0.71, -2.59, 0.62], [-1.65, 0.46, -1.13], [-1.60, 1.27, -1.64], [-2.58, 0.32, -0.99], [1.89, -0.71, 0.80], [2.76, -1.01, 0.55], [1.74, -1.11, 1.66]],
  "mulliken_spin": [3.81, 0.08, 0.02, 0.00, 0.00, 0.02, 0.00, 0.00, 0.02, 0.00, 0.00, 0.02, 0.00, 0.00, 0.03, 0.00, 0.00]
}